Density functional theory data (wB97M-V/def2-TZVPD) for a cluster of 3 separate species, C13H28NO8 in total.

Structure (XYZ):
```
50
C13H28NO8 (wB97M-V/def2-TZVPD)
C 4.377 -0.790 1.055
C 4.004 0.098 -0.130
C 2.494 0.195 -0.394
O 2.098 1.531 -0.313
N 0.801 1.766 -0.988
C -0.222 1.537 0.002
C -1.318 0.518 -0.410
C -1.179 -0.901 0.161
C -0.444 -1.885 -0.737
O -0.700 -3.250 -0.363
H 3.861 -1.752 0.992
H 4.084 -0.330 2.002
H 5.450 -0.998 1.091
H 4.365 1.116 0.025
H 4.509 -0.284 -1.023
H 1.961 -0.429 0.353
H 2.223 -0.184 -1.389
H -0.769 2.484 0.241
H 0.227 1.216 0.955
H -1.309 0.476 -1.504
H -2.301 0.908 -0.118
H -0.666 -0.848 1.131
H -2.165 -1.339 0.347
H 0.632 -1.704 -0.725
H -0.789 -1.786 -1.766
H -0.473 -3.332 0.572
C 1.069 1.349 3.954
O 0.821 0.642 5.185
C 0.794 -0.677 5.069
O 0.961 -1.316 4.065
O 0.548 -1.200 6.281
C 0.486 -2.626 6.290
H 1.049 2.401 4.219
H 2.039 1.079 3.544
H 0.297 1.133 3.219
H 1.432 -3.054 5.960
H -0.310 -2.981 5.637
H 0.284 -2.902 7.320
C -4.986 0.175 -5.872
O -4.145 1.326 -5.938
C -3.185 1.345 -4.996
O -3.022 0.494 -4.165
O -2.469 2.446 -5.153
C -1.401 2.619 -4.194
H -5.704 0.292 -6.679
H -4.405 -0.736 -6.007
H -5.498 0.126 -4.912
H -0.678 1.809 -4.258
H -1.790 2.657 -3.180
H -0.939 3.564 -4.460
```

2S+1: 1
Highest occupied orbital energy: -1.75 eV
LUMO energy: 2.62 eV
E_tot: -1168.72143 hartree
Frontier orbital gap: 0.1606 hartree
Charge: -1